Density functional theory data (ωB97M-V with the def2-TZVPD basis set) for the molecule CH4ClOP in a non-equilibrium geometry.

## Properties
Kohn-Sham gap = 0.382 Eh
Energy above the lowest of the compared OMol25 structures with the same formula, charge and spin = 80.7 kJ/mol
SMILES = CP(O)Cl

Element x y z (Å)
C  0.827  -0.432  -0.373
O  -0.582  1.478  0.578
P  -0.827  0.509  -0.692
Cl  -2.025  -0.869  0.192
H  0.392  -1.409  -0.293
H  1.226  0.088  0.550
H  1.356  -0.209  -1.331
H  -0.366  0.845  1.368

These are the Mulliken partial charges, in e, on atoms 1 to 5: atom 1 (C): -0.8466, atom 2 (O): -0.4621, atom 3 (P): 0.3564, atom 4 (Cl): -0.2434, atom 5 (H): 0.2979